{
  "formula": "C16H44ClN3O3Ti",
  "method": "ωB97M-V/def2-TZVPD",
  "symbols": ["H", "C", "H", "C", "H", "H", "H", "H", "H", "H", "H", "C", "O", "H", "C", "H", "C", "C", "H", "H", "H", "C", "C", "H", "H", "H", "C", "H", "H", "C", "Ti", "H", "H", "N", "H", "H", "H", "H", "H", "H", "C", "H", "H", "H", "O", "H", "H", "H", "C", "H", "H", "C", "N", "H", "N", "H", "C", "H", "C", "H", "H", "H", "C", "Cl", "H", "O", "H", "H"],
  "xyz": [[25.05, 8.90, 6.54], [23.95, -1.53, 6.99], [22.34, 0.47, 6.49], [22.29, 9.58, 6.48], [28.89, 2.83, 0.07], [27.51, 4.75, 0.74], [21.55, 8.28, 7.92], [23.55, 8.34, 3.91], [25.11, 1.20, 4.30], [23.66, -2.08, 6.09], [28.92, 5.80, 0.73], [23.24, 11.03, 4.66], [22.07, 12.84, 5.71], [28.83, 2.60, 2.28], [28.49, 4.89, 0.29], [20.75, 14.15, 6.58], [30.80, 3.87, 0.12], [23.80, 1.92, 5.84], [29.07, 4.21, 2.60], [21.54, 14.75, 5.10], [22.91, 9.11, 8.52], [24.11, 11.14, 6.97], [22.55, 8.62, 7.62], [23.34, 11.82, 7.31], [25.83, 1.46, 5.74], [21.10, 11.30, 4.81], [22.00, 11.90, 4.66], [23.13, -1.56, 7.71], [33.46, 3.55, 0.67], [32.87, 2.73, 0.25], [27.95, 5.35, 6.31], [23.18, 0.10, 4.96], [21.94, 2.99, 5.61], [25.12, 1.84, 5.10], [24.82, -1.98, 7.45], [24.46, 10.54, 7.80], [31.17, 4.83, 0.52], [24.13, 11.64, 4.51], [28.32, 5.05, -0.77], [21.92, 12.35, 3.67], [24.63, 9.25, 5.60], [24.94, 11.70, 6.54], [25.44, 2.77, 4.78], [30.38, 3.21, 2.30], [24.30, -0.18, 6.67], [24.07, 2.37, 6.79], [23.24, 10.31, 3.85], [33.27, 1.77, 0.53], [23.30, 0.51, 5.98], [21.66, 10.40, 6.82], [23.32, 3.86, 5.03], [22.88, 2.86, 5.07], [23.53, 10.23, 5.92], [23.06, 7.71, 7.33], [29.40, 3.41, 2.05], [32.92, 2.80, -0.84], [21.11, 13.87, 5.58], [21.80, 9.10, 5.63], [29.36, 3.69, 0.56], [30.86, 3.93, -0.96], [23.80, 7.23, 5.27], [25.09, 7.68, 4.20], [24.22, 8.07, 4.73], [26.76, 4.68, 4.10], [22.69, 2.50, 4.06], [31.52, 2.82, 0.71], [20.21, 13.56, 5.03], [25.40, 9.83, 5.11]],
  "total_energy_ev": -63529.600,
  "homo_lumo_gap_ev": [7.2, 8.1],
  "total_charge": 3,
  "spin_multiplicity": 4,
  "s2": 3.75,
  "lumo_energy_ev": [-7.8, -8.1],
  "homo_ev": [-15.06, -16.22]
}